The following is a quantum chemistry calculation of a structure of composition C55H58Ge2PdS4 in a non-equilibrium geometry, from OMol25.

Geometry as XYZ:
```
120
Properties=species:S:1:pos:R:3:forces:R:3
Pd 1.04225 -0.27118 1.51817 -0.796 -0.035 0.384
C -2.25947 -1.93811 -1.83029 0.101 0.018 -0.006
C -1.93892 -1.25960 -0.52844 -0.091 -0.044 0.050
C -1.62285 -1.99508 0.60310 -0.032 -0.026 -0.020
C -1.33401 -1.36996 1.81483 -0.429 0.104 0.035
C -1.40223 0.02280 1.91455 -0.343 -0.249 -0.172
C -1.71157 0.76718 0.76780 -0.068 -0.041 0.009
C -1.96196 0.13276 -0.43329 -0.056 0.024 0.066
H -3.05958 -1.41274 -2.35170 -0.010 -0.030 -0.019
H -2.56658 -2.97029 -1.66691 -0.003 -0.004 -0.030
H -1.38521 -1.94554 -2.48608 -0.004 -0.006 0.016
H -1.58791 -3.07554 0.53619 0.016 -0.008 0.038
H -1.12917 -1.96835 2.69339 0.030 0.000 0.012
H -1.32123 0.51073 2.87675 0.154 0.025 -0.003
H -1.76199 1.84548 0.82998 0.020 0.017 0.000
H -2.19961 0.71887 -1.31307 0.005 0.025 0.014
C 4.52097 -3.17165 7.35247 -0.005 -0.341 0.015
C 4.72849 -3.14927 5.86175 0.053 -0.325 -0.029
C 5.85809 -2.56888 5.30100 0.056 -0.418 -0.186
C 6.08944 -2.60443 3.93198 -0.011 -0.039 -0.007
C 7.30302 -1.92186 3.35448 0.044 -0.148 0.020
C 5.17897 -3.27078 3.10047 0.030 0.000 0.197
C 4.00713 -3.81191 3.64058 0.071 -0.062 -0.106
C 2.96823 -4.46814 2.76990 -0.008 0.038 0.028
C 3.79843 -3.73148 5.01214 0.015 0.052 0.113
C 5.54685 -3.50596 1.67466 -0.018 -0.087 -0.043
C 6.52999 -4.46603 1.43150 0.022 -0.023 0.090
C 6.92296 -4.77646 0.14417 0.021 -0.012 -0.050
C 6.32874 -4.13224 -0.92877 -0.037 0.044 -0.002
C 5.33729 -3.17941 -0.72217 0.093 -0.036 0.174
C 4.95115 -2.85985 0.59327 -0.444 0.410 -0.095
Ge 3.51345 -1.48711 0.82230 0.679 0.123 -0.006
S 1.53098 -2.09456 0.10833 0.397 0.359 0.194
S 4.18087 0.52903 0.03254 -0.063 -0.064 0.250
Ge 3.21003 1.44280 1.85857 0.834 0.128 0.064
S 1.16657 2.09927 1.43511 0.388 -0.448 0.068
S 3.13131 -0.62890 2.99170 -0.042 0.261 -1.171
C 4.28940 2.84733 2.78202 -0.276 -0.277 -0.396
C 4.88950 3.86441 2.01739 0.014 -0.081 0.229
C 5.62057 4.85406 2.66670 -0.011 -0.017 -0.067
C 5.73685 4.85880 4.04702 0.041 0.046 0.010
C 5.11918 3.87289 4.79323 -0.066 0.017 0.084
C 4.38593 2.86282 4.17399 0.066 0.058 -0.035
C 3.76004 1.81749 5.03266 -0.087 -0.043 0.192
C 2.43509 1.91714 5.46339 0.122 0.067 -0.016
C 1.54449 3.06777 5.07332 0.029 -0.003 -0.034
C 1.93007 0.93360 6.31254 -0.042 -0.087 0.011
C 2.70701 -0.12269 6.75594 -0.038 0.053 -0.033
C 2.14744 -1.16541 7.68569 -0.370 0.289 -0.014
C 4.02727 -0.19864 6.32212 0.134 0.134 0.194
C 4.56180 0.75017 5.46782 0.014 0.067 0.026
C 5.98305 0.62394 4.98871 -0.080 0.103 0.128
C 4.74209 3.93967 0.53526 0.056 -0.037 -0.110
C 5.74030 3.44758 -0.31038 -0.070 -0.008 0.105
C 7.01165 2.84259 0.22731 -0.103 0.000 -0.044
C 5.55965 3.53363 -1.68793 -0.024 -0.090 0.035
C 4.41378 4.08246 -2.23743 0.067 0.061 -0.038
C 4.20643 4.12073 -3.72726 -0.041 -0.042 0.066
C 3.45512 4.61356 -1.37982 0.013 -0.010 -0.020
C 3.61018 4.57305 -0.00308 0.005 -0.002 -0.025
C 2.62190 5.26918 0.89404 0.019 -0.083 0.012
C 4.74159 -2.50186 -1.90999 -0.017 0.022 -0.108
C 3.59272 -3.00441 -2.52549 0.032 0.040 0.123
C 2.94668 -4.28554 -2.06946 -0.006 0.044 0.012
C 3.05758 -2.31590 -3.61003 -0.015 0.061 0.003
C 3.63842 -1.15538 -4.09495 -0.023 -0.051 -0.097
C 3.03287 -0.40322 -5.24928 0.016 0.000 0.066
C 4.82128 -0.71046 -3.51389 0.032 -0.025 0.046
C 5.39509 -1.37949 -2.44480 0.016 -0.014 -0.005
C 6.73511 -0.95037 -1.90530 -0.141 0.038 0.027
H 5.28407 -2.58607 7.86525 0.021 -0.029 0.062
H 4.57340 -4.19558 7.72801 0.078 -0.026 -0.005
H 3.54016 -2.77694 7.62253 0.757 -0.457 -0.041
H 6.58812 -2.09040 5.94548 -0.012 -0.135 0.030
H 7.72654 -1.22364 4.07622 0.065 -0.089 -0.102
H 7.04209 -1.37235 2.44770 0.024 0.029 0.007
H 8.07565 -2.64369 3.08226 0.011 0.007 -0.018
H 3.40426 -4.86431 1.85367 -0.048 -0.029 -0.006
H 2.20057 -3.74254 2.48210 0.017 -0.057 -0.034
H 2.46829 -5.28088 3.29673 0.016 0.000 0.034
H 2.89358 -4.15812 5.43459 -0.002 -0.041 -0.026
H 6.97405 -4.98105 2.27564 0.012 0.029 0.005
H 7.68873 -5.52283 -0.02613 -0.008 -0.004 0.007
H 6.63148 -4.36064 -1.94410 -0.021 -0.019 0.002
H 6.09785 5.62557 2.07362 -0.025 0.012 0.000
H 6.30219 5.63914 4.54095 0.005 -0.005 -0.001
H 5.18750 3.88126 5.87507 0.014 -0.019 -0.007
H 2.10213 3.84997 4.56131 -0.040 0.034 -0.008
H 1.06733 3.50269 5.95337 0.035 -0.008 0.012
H 0.75484 2.73021 4.40167 -0.024 0.003 -0.059
H 0.90073 1.01129 6.64907 -0.001 0.018 -0.001
H 1.14131 -0.90369 8.01094 -0.023 0.048 0.000
H 2.77697 -1.27388 8.57047 -0.113 0.043 0.020
H 2.10068 -2.13771 7.19002 -0.361 0.242 -0.016
H 4.65381 -1.01839 6.65625 -0.202 0.575 -0.039
H 6.43017 -0.29041 5.37210 -0.074 0.377 -0.043
H 6.58829 1.47267 5.31137 0.013 0.047 -0.031
H 6.01607 0.59561 3.89600 0.033 -0.014 0.010
H 6.93551 2.63125 1.29175 0.049 -0.048 0.001
H 7.84879 3.52822 0.07438 0.014 -0.019 0.031
H 7.23819 1.91297 -0.29582 0.015 -0.020 0.010
H 6.33121 3.13752 -2.34098 -0.010 0.001 -0.014
H 5.11325 3.83754 -4.26088 -0.009 0.000 -0.005
H 3.90959 5.11798 -4.05458 -0.005 -0.010 -0.029
H 3.41177 3.42742 -4.01268 0.014 0.014 -0.046
H 2.57155 5.07999 -1.80338 -0.011 0.013 0.043
H 1.74146 5.58084 0.33417 -0.002 0.004 0.000
H 3.08158 6.15298 1.34355 -0.026 0.016 -0.007
H 2.29806 4.62506 1.71134 -0.034 0.031 0.018
H 3.24184 -4.54528 -1.05423 -0.045 -0.033 0.005
H 3.23960 -5.10897 -2.72592 0.019 -0.013 0.018
H 1.86025 -4.20288 -2.10008 0.006 -0.001 -0.003
H 2.15389 -2.69549 -4.07629 -0.002 0.014 0.005
H 2.10246 -0.86620 -5.57577 0.000 0.016 -0.014
H 3.71955 -0.37640 -6.09733 -0.019 0.012 -0.015
H 2.82142 0.62873 -4.96288 -0.019 0.001 -0.027
H 5.30604 0.17943 -3.90366 0.004 -0.015 0.003
H 7.03723 -0.00056 -2.34549 0.020 0.008 0.016
H 7.49271 -1.70190 -2.13960 0.028 0.043 0.003
H 6.71030 -0.84192 -0.82087 0.027 0.040 0.036
```
Positions in Å, forces in eV/Å.

## Properties
* HOMO (spin up / spin down): -7.57 / -8.09 eV
* energy relative to the best compared isomer or geometry (same formula, charge and spin): 1.047 eV
* 2S+1: 3
* ⟨S²⟩: 2.011
* energy: -8005.30670 Ha


The following is a quantum chemistry calculation of a structure of composition C55H62Ge2IMoO6S4, from OMol25.

Geometry as XYZ:
```
131
Properties=species:S:1:pos:R:3:forces:R:3
Mo 0.77435 0.11757 0.58629 0.241 -0.381 0.649
C 3.72167 5.67525 -1.15320 0.004 -0.001 0.008
C 4.30077 4.30518 -0.93781 -0.118 -0.133 -0.137
C 4.78731 3.90592 0.29819 0.005 -0.002 0.065
C 5.34731 2.64634 0.49229 -0.110 -0.167 -0.008
C 5.95142 2.27678 1.81985 0.016 -0.027 -0.083
C 5.36359 1.73975 -0.57476 -0.217 0.074 0.130
C 4.87351 2.11741 -1.83159 -0.117 0.134 -0.052
C 4.96945 1.17566 -3.00248 0.014 0.073 0.046
C 4.35713 3.39918 -1.99757 0.028 -0.051 0.063
C 6.11218 0.45680 -0.47110 0.064 -0.298 0.263
C 7.35461 0.47267 -1.10135 -0.086 0.059 -0.016
C 8.17662 -0.63413 -1.10468 0.214 0.041 -0.127
C 7.79254 -1.76870 -0.42585 0.019 -0.221 0.091
C 6.57394 -1.82642 0.24338 -0.126 0.273 0.067
C 5.71222 -0.71575 0.20479 -0.325 -0.026 0.163
Ge 3.91118 -0.97720 1.03324 -0.005 0.263 -0.001
S 2.25135 -1.37508 -0.44175 0.003 0.367 0.208
S 2.79148 0.78747 2.06204 -0.038 -0.500 -0.003
Ge 2.06490 -0.91275 3.51839 0.265 0.176 -0.131
S 0.07959 -1.05481 2.49874 0.239 -0.039 0.057
S 3.66844 -2.34991 2.80275 -0.391 0.515 -0.299
C 1.97898 -0.58291 5.47603 0.001 0.002 -0.611
C 1.97749 -1.71851 6.29191 0.144 0.182 0.024
C 1.85449 -1.55862 7.66755 0.025 -0.094 -0.020
C 1.74922 -0.29360 8.21930 -0.039 -0.010 0.104
C 1.76130 0.82519 7.40421 -0.060 0.041 -0.068
C 1.85644 0.69983 6.02048 0.155 -0.144 -0.013
C 1.85320 1.94594 5.20234 0.029 0.101 -0.086
C 3.05753 2.55999 4.84706 -0.091 -0.045 0.052
C 4.39063 1.93760 5.17350 -0.045 0.072 -0.024
C 3.02133 3.80436 4.22067 0.046 -0.011 0.017
C 1.82744 4.44724 3.94248 0.024 0.037 -0.006
C 1.80185 5.84913 3.39933 -0.008 -0.056 -0.020
C 0.63534 3.79796 4.26213 -0.067 -0.012 0.026
C 0.62776 2.56461 4.90295 -0.015 0.001 0.002
C -0.66988 1.93236 5.34345 0.045 0.097 -0.009
C 2.09159 -3.07742 5.70023 -0.101 -0.078 -0.029
C 0.92618 -3.73491 5.29264 -0.049 0.140 -0.039
C -0.42991 -3.10246 5.47956 0.044 -0.061 0.002
C 1.03038 -5.00914 4.75247 -0.072 -0.067 -0.041
C 2.25265 -5.64811 4.62791 0.108 -0.008 -0.007
C 2.33210 -7.01759 4.01203 0.082 0.092 0.008
C 3.39977 -4.98250 5.05628 -0.088 0.014 0.053
C 3.34209 -3.70288 5.59130 -0.026 -0.097 0.021
C 4.59854 -3.00029 6.03450 -0.092 -0.016 0.049
C 6.31126 -3.07169 1.01904 -0.111 -0.131 0.089
C 5.81125 -4.20694 0.37239 -0.060 0.108 0.006
C 5.36541 -4.13506 -1.06687 0.060 -0.022 0.100
C 5.75760 -5.40848 1.06942 0.020 -0.036 0.002
C 6.20523 -5.50815 2.37988 -0.058 -0.023 0.035
C 6.28164 -6.84230 3.07155 0.071 0.112 -0.053
C 6.63790 -4.35336 3.02394 0.051 -0.027 -0.036
C 6.70225 -3.13391 2.36509 0.065 -0.004 -0.047
C 7.18339 -1.90222 3.08582 0.007 -0.046 -0.070
H 3.82072 6.28927 -0.26013 -0.023 0.031 0.013
H 2.66164 5.60734 -1.40946 0.036 0.057 0.014
H 4.22612 6.18554 -1.97512 -0.021 0.000 0.009
H 4.76516 4.60689 1.12650 0.009 -0.021 0.001
H 5.96890 3.13617 2.48985 -0.010 -0.019 -0.012
H 6.97286 1.91390 1.69277 0.026 0.014 0.025
H 5.38236 1.47503 2.30015 0.123 0.094 -0.006
H 4.62377 0.17853 -2.72973 -0.019 -0.058 -0.029
H 6.00742 1.07816 -3.33008 -0.107 -0.019 -0.064
H 4.37618 1.53821 -3.83735 -0.041 0.008 -0.062
H 4.04625 3.72072 -2.98887 -0.101 -0.083 0.098
H 7.66073 1.37923 -1.61071 0.004 -0.016 0.038
H 9.12200 -0.60714 -1.63194 0.013 0.014 0.052
H 8.44729 -2.63174 -0.38733 -0.038 -0.002 -0.007
H 1.83894 -2.43965 8.29855 0.011 0.023 0.001
H 1.64677 -0.17961 9.29137 0.038 0.006 -0.019
H 1.68106 1.81709 7.83405 0.008 -0.016 -0.002
H 4.30617 0.86712 5.35221 0.056 -0.028 0.002
H 4.80645 2.39189 6.07624 0.012 -0.045 0.003
H 5.10051 2.10436 4.36185 -0.055 -0.003 0.126
H 3.96015 4.29606 3.98247 -0.030 -0.016 -0.017
H 2.78460 6.15440 3.04171 -0.026 -0.005 -0.046
H 1.50757 6.54298 4.18980 0.000 0.017 -0.037
H 1.07853 5.94994 2.58911 0.040 0.014 -0.017
H -0.30482 4.31129 4.07391 0.013 -0.075 0.008
H -1.52161 2.57000 5.10186 0.039 -0.031 -0.033
H -0.66570 1.77460 6.42286 -0.061 -0.016 -0.022
H -0.81532 0.95411 4.88152 -0.026 -0.072 -0.022
H -0.42039 -2.03833 5.24100 -0.055 -0.014 0.022
H -0.75264 -3.19888 6.51916 -0.012 0.031 -0.007
H -1.17203 -3.59056 4.84949 -0.001 0.010 0.000
H 0.12921 -5.52487 4.43633 0.014 0.035 -0.001
H 1.36518 -7.51830 4.04292 0.025 -0.008 -0.023
H 3.06194 -7.64053 4.52804 0.018 -0.025 -0.007
H 2.64262 -6.93382 2.96773 -0.002 -0.065 -0.008
H 4.36432 -5.46993 4.97499 0.001 -0.010 -0.037
H 5.47441 -3.60883 5.81246 -0.010 0.031 0.010
H 4.57965 -2.79610 7.10702 0.021 -0.004 -0.006
H 4.70813 -2.04037 5.52292 0.042 -0.017 0.028
H 4.68817 -3.29335 -1.22744 -0.007 -0.018 -0.062
H 4.85445 -5.05135 -1.35855 -0.005 0.017 -0.006
H 6.21978 -3.99430 -1.73264 -0.031 0.014 -0.017
H 5.39371 -6.29735 0.56377 -0.001 0.027 0.004
H 5.64957 -7.58195 2.58526 -0.061 -0.032 0.014
H 5.99858 -6.76446 4.12010 -0.024 -0.043 0.042
H 7.30951 -7.21150 3.04013 -0.031 -0.028 0.018
H 6.96954 -4.41480 4.05614 0.004 0.014 -0.030
H 7.59052 -2.15908 4.06292 -0.013 0.012 -0.003
H 6.35403 -1.20322 3.23511 0.052 0.016 0.035
H 7.95164 -1.37753 2.51512 0.006 -0.006 0.023
O -0.46359 -2.83508 -0.05134 -0.099 0.012 0.020
H -0.00046 -3.63075 -0.33115 -0.100 -0.035 -0.051
H -1.30308 -2.81345 -0.52185 0.099 -0.111 -0.083
O 1.11841 2.01185 -0.17150 -0.049 0.514 -0.388
H 0.26543 2.18988 -0.71892 -0.057 0.051 -0.165
H 1.91386 2.28177 -0.66541 -0.160 -0.283 0.108
O 0.96528 0.48898 -2.63618 0.052 0.056 -0.107
H 1.32435 -0.35331 -2.93782 -0.056 0.068 -0.046
H 0.24527 0.71792 -3.23704 0.125 -0.057 0.000
O -0.66609 1.78805 1.66227 0.222 0.012 -0.285
H -0.29254 2.17116 2.47068 -0.025 0.023 0.068
H -1.58321 1.55096 1.84034 0.045 -0.096 0.134
I -7.21599 -0.54965 -3.79024 0.250 0.047 0.107
C -5.34401 -0.10748 -2.95019 -0.267 -0.032 -0.154
C -4.78091 -0.98268 -2.03299 -0.029 -0.064 0.041
C -3.55378 -0.67801 -1.46854 0.070 0.014 0.013
C -2.89292 0.49613 -1.81369 -0.059 -0.051 0.001
C -3.46486 1.35836 -2.74541 0.028 0.001 0.048
C -4.69018 1.06048 -3.31704 0.047 0.044 0.005
C -1.59229 0.86569 -1.18542 0.000 0.389 -0.269
O -1.14083 2.00938 -1.38054 0.286 -0.381 0.291
O -1.01696 -0.05054 -0.47914 0.385 0.065 0.325
H -5.30074 -1.88915 -1.75514 0.007 0.005 -0.002
H -3.10617 -1.34262 -0.74135 -0.043 0.014 0.018
H -2.94137 2.26597 -3.01335 -0.025 0.016 0.030
H -5.13076 1.74145 -4.03227 -0.021 -0.049 -0.005
```
Positions in Å, forces in eV/Å.

## Properties
* HOMO (spin up / spin down): -10.69 / -10.69 eV
* energy relative to the best compared isomer or geometry (same formula, charge and spin): 0.224 eV
* 2S+1: 3
* ⟨S²⟩: 2.027
* energy: -8697.10010 Ha
* net charge: +1